1.
This record from the Open Molecules 2025 dataset describes 2 unconnected molecules or ions with the total composition C3H10N3 in a non-equilibrium geometry. The level of theory is ωB97M-V with the def2-TZVPD basis set.

```
16
Properties=species:S:1:pos:R:3:forces:R:3:mulliken_charge:R:1
N -1.83615 -0.37929 -0.96096 4.985 2.614 0.434 -0.392
N -0.38109 1.32483 -2.17822 -1.122 0.934 3.697 -0.501
N 0.83919 -0.35965 -1.26437 -2.644 0.578 1.017 -0.424
C 0.31807 -0.68312 1.94066 1.254 1.645 0.732 -0.176
C -0.27530 0.52048 -1.03054 -2.293 -2.833 -6.306 0.360
C 1.19990 -0.20588 2.86548 -1.288 -0.137 -2.125 -0.491
H -0.42780 -1.46489 2.10160 0.379 0.201 0.014 0.242
H 0.89665 -0.29927 -2.28516 1.167 -0.147 0.251 0.262
H 0.30464 -0.13695 0.95565 -0.061 -0.725 1.018 -0.033
H -1.27403 -1.02111 -0.42820 -0.805 -1.514 0.943 0.338
H 1.86329 0.64360 2.59375 -0.499 -0.785 0.423 0.210
H 1.23419 -0.61834 3.85573 0.196 -0.103 0.260 0.279
H -2.27451 0.23649 -0.32058 -1.607 0.313 1.283 0.329
H 1.57811 0.17292 -0.88322 2.086 0.007 0.731 0.317
H -0.46117 0.52464 -2.75521 0.340 -0.535 -2.280 0.358
H -1.30398 1.74551 -2.20641 -0.087 0.489 -0.092 0.324
```
Positions in Å, forces in eV/Å.

Values from the calculation:
- Highest occupied orbital energy: -13.735 eV
- 2S+1: 1
- Relative energy (zero: lowest compared OMol25 entry of this formula, charge and spin): 192.0 kcal per mole
- Kohn-Sham gap: 5.4 eV
- E_tot: -284.07000 Ha
- Net charge: +1
- M: 88.1 Da

2.
This record from the Open Molecules 2025 dataset describes a single C3H3N3S molecule in a non-equilibrium geometry. The level of theory is ωB97M-V with the def2-TZVPD basis set.

```
10
Properties=species:S:1:pos:R:3:forces:R:3:mulliken_charge:R:1
S 2.41380 -0.20772 -0.05876 -0.398 0.283 0.061 -0.090
N -2.28970 0.34300 -0.09983 0.858 -2.705 0.188 0.033
N -0.58775 -1.07358 0.13571 -0.839 0.229 -0.722 -0.491
N 1.17570 0.76379 0.04548 -0.732 -1.139 0.251 -0.315
C -1.21873 1.10052 0.02654 1.168 1.320 -0.047 -0.233
C -1.89628 -0.96614 -0.02719 0.452 -1.212 -0.081 -0.137
C -0.13561 0.22718 0.10762 0.287 1.181 0.071 0.386
H -3.22427 0.54566 -0.11731 -2.452 1.218 -0.145 0.125
H -1.34533 2.17666 0.03232 0.569 -0.199 -0.033 0.397
H -2.63523 -1.80050 -0.18617 1.089 1.024 0.457 0.325
```
Positions in Å, forces in eV/Å.

Values from the calculation:
- Highest occupied orbital energy: -8.001 eV
- 2S+1: 1
- SMILES string: S=Nc1c[nH]cn1
- Relative energy (zero: lowest compared OMol25 entry of this formula, charge and spin): 42.3 kcal per mole
- Kohn-Sham gap: 7.0 eV
- E_tot: -678.51187 Ha
- M: 113.1 Da

3.
This record from the Open Molecules 2025 dataset describes 2 unconnected molecules or ions with the total composition C2H7PSi in a non-equilibrium geometry. The level of theory is ωB97M-V with the def2-TZVPD basis set.

```
11
Properties=species:S:1:pos:R:3:forces:R:3:mulliken_charge:R:1
P 1.57741 1.51444 -1.52959 -0.720 -1.220 0.882 -0.144
Si -1.36539 0.40688 1.41712 1.071 1.440 -1.344 0.413
C 1.31627 -0.06554 -1.05080 0.410 -3.217 -0.085 0.088
C 1.28161 -1.43886 -0.85913 -0.023 4.568 0.186 -0.446
H -1.47236 1.75849 2.16987 0.712 -1.033 -0.378 -0.069
H -0.04933 -0.40634 1.25406 -1.054 0.835 0.859 -0.156
H -2.45933 -0.31249 1.97662 -0.676 -0.892 0.273 -0.111
H 1.68585 -2.04372 -1.63837 -0.104 -0.471 -0.518 0.266
H 0.17404 1.67864 -1.76817 0.262 0.117 -0.348 0.013
H -1.60703 0.79439 -0.03900 -0.165 -0.281 0.740 -0.103
H 0.91827 -1.88588 0.06739 0.288 0.154 -0.266 0.249
```
Positions in Å, forces in eV/Å.

Values from the calculation:
- Highest occupied orbital energy: -9.199 eV
- 2S+1: 1
- SMILES string: [SiH4].C=C=P
- Relative energy (zero: lowest compared OMol25 entry of this formula, charge and spin): 32.3 kcal per mole
- Kohn-Sham gap: 9.3 eV
- E_tot: -711.09586 Ha
- M: 90.1 Da

4.
This record from the Open Molecules 2025 dataset describes 2 unconnected molecules or ions with the total composition C28H53ClN3O7S in a non-equilibrium geometry. The level of theory is ωB97M-V with the def2-TZVPD basis set.

```
93
Properties=species:S:1:pos:R:3:forces:R:3:mulliken_charge:R:1
Cl -4.66229 3.96332 -3.03950 -0.540 -0.535 0.598 -0.137
S -5.95424 2.97016 -1.76453 -0.833 -0.479 0.638 1.052
O 0.70062 5.09154 -3.23902 -0.224 0.264 0.109 -0.818
O -1.59668 0.92455 2.69068 0.980 -0.117 0.142 -0.499
O -6.98501 3.85247 -1.31649 0.443 0.849 0.042 -0.554
O -4.51845 -4.95794 0.14862 1.661 0.593 -0.432 -0.590
O 0.28581 2.88883 -2.93082 -0.946 -0.250 0.845 -0.735
O -6.42961 1.75194 -2.34290 0.628 -0.204 -0.670 -0.545
O 2.22425 3.51186 -3.77081 0.302 0.475 0.056 -0.786
N -2.19533 -4.93979 0.17037 -0.349 0.856 -1.274 -0.125
N 0.19213 -0.38504 0.96231 -0.166 0.343 -0.580 0.891
N 0.88404 3.24632 2.63257 0.226 0.698 -0.215 -0.246
C -0.97260 1.78703 1.72547 -1.242 0.933 -0.816 2.965
C 1.45748 4.14181 1.60256 -0.376 -0.070 0.013 -1.159
C -2.99466 0.98002 0.33365 -0.089 0.696 -0.876 0.230
C 0.52744 -2.10172 2.92493 -0.746 -0.634 0.122 -1.061
C -4.87857 2.53838 -0.38866 0.364 -0.157 -0.491 -0.660
C 2.03452 -1.03592 -2.46557 0.289 -0.992 0.192 -2.040
C 2.61933 -1.99077 -1.40741 -0.023 -0.371 -0.659 0.379
C -0.52011 -4.21600 1.85886 -0.800 -0.483 0.296 -0.735
C 2.98157 2.42958 -0.89990 0.925 -0.238 0.973 -0.212
C 4.07655 -1.68164 -1.02015 -0.536 0.534 0.417 -1.519
C 4.51316 0.71181 -1.92923 -0.851 0.273 1.035 -0.998
C -3.57556 -3.62404 -1.57390 0.575 -0.430 0.332 -0.995
C -3.94324 1.40911 -0.79629 0.583 0.461 -0.237 -1.158
C 1.65148 -2.13088 -0.23082 0.324 0.127 -0.008 0.135
C -0.32654 -3.37306 3.12242 1.108 -0.029 -0.283 -1.267
C 1.54205 -0.76858 0.44351 -0.041 -0.816 0.054 -0.553
C -0.55634 3.10680 2.42098 0.619 -0.207 0.468 -2.023
C 0.18069 1.14072 0.95565 -0.167 -0.372 -0.006 -2.217
C 5.01684 3.05690 -2.38826 -0.942 -0.308 -1.175 -1.744
C -2.09009 2.14823 0.71942 -0.171 -0.217 0.774 -2.280
C -3.48659 -4.54988 -0.36812 -1.963 -0.762 0.646 0.736
C -0.30267 -1.00999 2.23440 0.169 0.072 0.935 0.886
C 1.05483 3.87749 -3.32726 0.848 -1.120 0.099 0.533
C -1.24206 -5.08482 -0.95235 -0.179 -0.169 0.415 -1.158
C 4.36044 -0.19793 -0.74926 -0.248 -0.651 -0.640 0.673
C -1.76498 -3.85596 1.04667 0.474 0.242 0.708 -0.258
C -0.60500 0.09219 3.24398 -0.349 -0.323 -0.068 -1.594
C 4.15938 2.00237 -1.72963 0.845 0.064 -1.371 0.577
H -2.71316 2.89689 1.20845 -0.097 0.091 0.103 0.812
H 5.52934 3.65642 -1.63755 -0.101 0.138 0.174 0.272
H 0.37437 -4.25534 1.24361 0.164 0.205 -0.032 0.122
H -3.31830 1.79498 -1.60404 0.091 -0.117 -0.173 0.503
H -2.40916 0.16856 -0.10796 0.045 -0.288 0.290 -0.324
H -1.26804 -3.13997 3.61791 -0.183 0.026 -0.081 0.382
H -3.34023 -4.18032 -2.47746 -0.069 -0.056 -0.151 0.314
H 5.29063 -0.15846 -0.17541 0.131 0.042 0.051 0.559
H 2.26698 -0.68661 1.24575 -0.072 0.302 0.193 0.428
H -4.58238 -3.24081 -1.64115 -0.124 0.132 0.013 0.357
H 2.02386 -2.92058 0.41938 -0.035 0.062 0.328 0.562
H 1.06017 3.71726 3.50950 -0.207 -0.219 0.227 0.385
H 0.77242 -1.76940 3.93220 0.311 0.312 -0.030 0.545
H 4.42794 3.66265 -3.08282 -0.250 0.348 0.279 0.400
H -4.34851 3.45195 -0.14251 0.050 0.117 0.103 0.401
H -0.46544 -0.63039 0.21520 0.123 -0.167 0.255 0.532
H 2.15875 1.72649 -1.00143 -0.121 0.141 -0.360 -0.430
H 3.26014 2.43357 0.16690 -0.105 0.345 0.072 0.433
H 2.61836 3.40030 -1.22080 -0.001 0.099 -0.207 0.653
H 1.29220 3.70664 0.62055 0.164 0.085 -0.157 0.470
H -0.68956 -5.23852 2.19859 -0.016 -0.152 -0.069 0.507
H -0.98159 3.95026 1.87511 0.158 0.104 -0.217 0.492
H 3.61003 0.27046 -0.12395 0.096 -0.212 0.340 -0.514
H 2.03475 0.00399 -2.17149 -0.079 0.300 -0.359 0.583
H -1.28293 -1.42086 2.01957 -0.069 -0.041 -0.348 0.344
H 1.02625 -1.38164 -2.69313 -0.236 0.244 -0.039 0.436
H -0.88686 -4.12162 -1.32759 0.190 0.084 0.025 0.386
H 5.77893 2.55296 -2.98100 0.207 -0.042 0.055 0.420
H -1.01482 -0.39641 4.12474 -0.126 0.011 0.116 0.590
H 0.24046 -3.99695 3.81255 -0.057 -0.039 0.216 0.545
H -1.58026 -2.91865 0.49471 -0.071 -0.049 -0.259 -0.028
H 2.60581 -1.16605 -3.37906 0.102 0.399 -0.164 0.422
H -2.55409 -3.63415 1.76418 -0.243 -0.133 -0.049 0.531
H -5.49865 2.22514 0.44820 -0.475 0.220 -0.106 0.354
H -1.04282 3.10866 3.39432 -0.190 -0.158 0.067 0.457
H -1.72846 -5.58916 -1.77939 0.003 -0.243 -0.031 0.492
H 0.68944 -2.47831 -0.61348 -0.174 0.130 -0.054 -0.525
H -0.41503 -5.69926 -0.61458 0.230 0.039 -0.069 0.337
H 0.96369 5.11718 1.60679 -0.101 0.071 -0.047 0.434
H 4.37575 -2.21357 -0.11136 -0.194 -0.410 -0.048 0.407
H 2.51498 4.31771 1.76654 0.167 -0.256 -0.023 0.323
H 2.63811 -2.97236 -1.88910 -0.045 -0.180 0.066 0.612
H 4.71709 -2.04598 -1.82199 0.160 0.104 -0.089 0.437
H -4.50208 0.57613 -1.21001 -0.190 -0.125 0.163 0.627
H -3.56002 0.65187 1.19922 0.073 -0.358 0.116 0.360
H 0.29324 0.63374 3.55361 0.084 0.145 -0.093 0.419
H -2.83402 -2.82918 -1.51120 -0.069 0.186 -0.005 0.230
H 1.75833 -0.03492 -0.31896 -0.082 0.232 0.185 -0.835
H 0.06270 1.40155 -0.09317 0.256 0.207 -0.258 0.273
H 4.80388 0.30304 -2.88943 1.191 0.350 0.120 0.342
H -1.65113 2.64291 -0.14606 0.130 -0.028 -0.248 0.704
H 1.16994 1.45071 1.27295 -0.055 0.117 0.342 0.569
H 1.44704 -2.42202 2.44939 0.124 0.338 -0.243 0.500
```
Positions in Å, forces in eV/Å.

Values from the calculation:
- Highest occupied orbital energy: -0.854 eV
- 2S+1: 1
- Relative energy (zero: lowest compared OMol25 entry of this formula, charge and spin): 30.6 kcal per mole
- Kohn-Sham gap: 2.3 eV
- E_tot: -2647.81542 Ha
- Net charge: -1
- M: 611.3 Da